Entry 1:
49
Properties=species:S:1:pos:R:3:forces:R:3 method="wB97M-V/def2-TZVPD" lumo_energy_ev=0.71 multiplicity=1 homo_lumo_gap_ev=10.214
C 1.872795 -3.331780 1.224804 -0.7 0.1 0.0
C 1.700796 -2.132105 0.317254 0.9 -0.8 0.8
O 0.440279 -2.256177 -0.308970 -0.1 0.2 0.1
C -0.172672 -1.047853 -0.542872 0.2 -0.6 -0.8
O -0.458430 -0.274915 0.618747 1.1 1.0 -0.9
C -1.413286 -0.776866 1.380197 -0.4 3.1 -0.7
O -1.413729 -1.826234 1.849928 -0.1 -4.8 1.9
O -2.374189 0.122428 1.562875 -0.6 0.7 -0.2
C -3.651577 -0.436481 1.892089 -0.1 0.5 -0.7
C -4.212319 -1.248649 0.709812 -0.7 -0.5 1.2
C -4.365004 -2.732255 1.042449 0.4 0.6 -0.4
Br -6.022911 -0.547984 0.320306 0.2 0.0 -0.1
H 1.977586 -4.240598 0.651117 0.3 -0.3 -0.1
H 2.668694 -3.189897 1.942172 0.4 -0.1 0.0
H 0.953194 -3.436229 1.783637 -0.3 0.0 0.3
H 2.535055 -2.122456 -0.383570 -0.2 0.2 -0.5
H 1.792605 -1.252290 0.945014 -0.3 0.4 -0.1
H -1.085193 -1.260737 -1.085224 -0.4 -0.2 0.1
H 0.434551 -0.455666 -1.215078 0.3 0.7 0.2
H -4.289658 0.413558 2.037577 0.0 0.5 0.1
H -3.650388 -0.987664 2.819449 0.3 -0.4 0.1
H -3.643187 -1.107751 -0.193015 0.2 0.3 -0.3
H -4.571010 -2.880718 2.090888 -0.3 0.0 0.3
H -3.430565 -3.231675 0.833860 0.3 -0.3 -0.1
H -5.151972 -3.125209 0.427569 -0.3 -0.6 -0.1
C -2.010903 1.443653 -2.254504 0.0 -0.1 0.0
C -2.802529 1.271694 -3.381291 0.0 0.0 0.0
C -2.498407 1.952124 -4.551949 0.0 0.0 0.0
C -1.405245 2.806384 -4.593730 0.0 0.0 0.0
C -0.618616 2.983650 -3.463777 0.0 0.0 0.0
C -0.920573 2.301197 -2.293772 0.0 0.0 0.0
H -2.245634 0.910105 -1.341040 0.0 0.1 0.0
H -3.657003 0.607120 -3.347234 0.0 0.0 0.0
H -3.113687 1.816870 -5.432246 0.0 0.0 0.0
H -1.166808 3.335498 -5.507516 0.0 0.0 0.0
H 0.230540 3.654453 -3.495021 0.0 0.0 0.0
H -0.307378 2.437526 -1.411258 0.0 0.0 0.0
C 4.759089 1.473115 0.310622 0.0 0.0 0.0
C 5.888581 1.727363 1.075737 0.0 0.0 0.0
C 5.801103 1.737479 2.460843 0.0 0.0 0.0
C 4.583159 1.496869 3.081380 0.0 0.0 0.0
C 3.451892 1.250505 2.316315 0.0 0.0 0.0
C 3.540487 1.237484 0.931547 0.0 0.0 0.0
H 4.828327 1.459023 -0.769762 0.0 0.0 0.0
H 6.838332 1.917188 0.592103 0.0 0.0 0.0
H 6.682960 1.932976 3.057462 0.0 0.0 0.0
H 4.515456 1.502481 4.161765 0.0 0.0 0.0
H 2.499893 1.067952 2.799459 0.0 0.0 0.0
H 2.657498 1.043494 0.334854 0.0 0.0 0.0

=====

Entry 2:
50
Properties=species:S:1:pos:R:3:forces:R:3 method="wB97M-V/def2-TZVPD" de_lowest_ev=16.270 lumo_energy_ev=-0.15 multiplicity=1 homo_lumo_gap_ev=8.584
O -0.120725 -4.379576 1.641668 -3.5 -7.1 4.3
C 0.287494 -3.606557 0.918782 4.4 4.9 -6.3
C 0.859078 -3.793588 -0.643248 -8.9 3.9 3.7
C 1.452970 -2.616326 -1.097009 8.8 1.3 -5.6
C 0.948366 -1.190072 -0.830803 1.5 -2.1 0.2
C 1.815843 -0.018346 -1.368606 5.0 -6.3 -4.9
O 3.018617 -0.394198 -1.853774 -4.1 1.7 3.3
N 1.257292 1.000610 -1.967516 -1.3 -1.2 2.9
C -0.117036 1.400614 -1.522313 3.1 2.4 -5.8
C 0.011931 2.535744 -0.591195 -3.5 -5.2 6.4
C 1.209914 3.257965 -0.575924 6.2 2.7 7.5
O 1.178424 4.644024 0.265890 -2.9 -1.6 -3.0
C 1.716187 3.481185 -1.850012 7.5 -0.9 -2.9
C 2.162084 1.885501 -2.513669 -5.4 6.0 2.9
C 0.939315 -1.126281 0.638987 -0.4 1.1 1.7
N 0.482051 -2.378014 1.343657 -0.7 6.8 1.5
C -0.101669 -1.936249 2.731260 6.7 -4.7 -0.3
C -1.571595 -2.011745 2.731158 2.9 2.0 8.5
C -1.991516 -0.840500 2.162164 -5.7 1.4 -11.7
C -2.457779 -1.290033 0.653246 1.3 1.6 3.3
C -2.848837 -0.264674 -0.238865 -1.8 -4.8 1.6
C -3.142376 0.940334 0.351817 2.0 3.0 -1.7
Cl -3.816723 1.982207 -0.892520 -0.4 0.9 0.2
C -2.587710 1.538071 1.559015 -2.3 -8.5 -7.3
C -2.269806 0.517258 2.314497 3.5 -2.8 7.5
H -0.181804 -3.680730 -1.080799 0.6 -1.6 -0.1
H 1.195416 -4.696560 -0.517927 2.6 -4.9 -0.7
H 1.823258 -2.840529 -2.313381 -1.7 1.1 2.8
H 2.547705 -2.687370 -0.827572 -0.8 0.7 0.5
H -0.001324 -1.345907 -1.265346 -1.7 1.2 -0.3
H -0.299597 1.883303 -2.531049 -1.3 -0.5 0.8
H -0.640406 0.487853 -1.515165 -1.2 -0.4 1.1
H -0.376104 2.009281 0.522168 1.9 1.5 -2.4
H -0.787129 3.152373 -0.563608 -2.8 2.3 -1.0
H 2.163177 2.862088 0.210904 -2.8 0.2 -2.5
H 0.385133 5.087646 -0.194522 1.7 -0.5 1.2
H 2.755198 4.206996 -1.927176 -3.0 -2.2 0.5
H 1.055146 3.860175 -2.505929 -2.5 1.5 -2.3
H 2.066380 2.049460 -3.476498 -0.8 0.4 -5.0
H 3.095635 1.789980 -2.320919 5.8 -1.4 1.8
H 0.167611 -0.224549 0.822339 2.0 -1.9 0.7
H 2.056835 -0.935578 0.990801 -2.4 0.1 -0.5
H 0.412949 -0.993638 3.065508 -0.9 -0.8 -0.7
H 0.602551 -2.865753 3.304084 -2.9 2.6 -0.5
H -1.851138 -3.002404 2.539559 -1.3 -0.9 -0.4
H -1.652772 -1.558990 3.878991 -0.5 -2.4 -1.4
H -2.546043 -2.418332 0.498382 0.4 1.8 -0.3
H -3.405641 -0.717552 -1.119327 0.9 1.5 0.6
H -2.827468 2.439754 1.603921 -1.4 7.8 1.8
H -2.071363 0.801629 3.355874 0.2 0.1 0.2

=====

Entry 3:
54
Properties=species:S:1:pos:R:3:forces:R:3 method="wB97M-V/def2-TZVPD" de_lowest_ev=0.616 lumo_energy_ev=-0.16 multiplicity=1 homo_lumo_gap_ev=9.256
O -3.136019 2.870279 3.166355 -0.3 -0.1 0.2
C -2.037308 2.984199 2.674399 0.6 0.1 0.3
C -0.742637 2.778392 3.485888 -0.4 0.4 0.2
O 0.058456 1.834146 2.783308 0.0 -0.3 0.0
C 1.105501 2.287021 2.085152 0.3 0.2 -0.1
O 1.593944 3.381796 2.223401 -0.1 -0.2 0.0
C 1.542268 1.308734 1.056271 0.0 -0.2 -0.2
C 2.758878 1.486432 0.400615 -0.3 0.0 0.2
C 3.095208 0.684433 -0.671072 -0.1 -0.2 -0.1
C 2.200808 -0.285258 -1.118580 0.0 0.2 0.2
Cl 2.601564 -1.221770 -2.495054 0.5 0.0 -0.4
C 0.989148 -0.466427 -0.467625 -0.5 -0.5 -0.2
S -0.278470 -1.644187 -1.006202 0.1 -0.2 -0.1
O -1.503717 -1.237747 -0.386979 0.1 0.1 0.4
O -0.250506 -1.762743 -2.431974 0.2 -0.1 0.1
N 0.137179 -3.100654 -0.352041 -0.4 0.8 -0.4
C 0.100750 -3.175558 1.090049 -0.3 0.0 0.7
C -0.058953 -4.632263 1.519372 0.3 0.1 0.0
C 1.069181 -5.474928 0.929784 -0.3 -0.1 -0.1
C 1.081688 -5.319608 -0.588788 0.1 0.2 0.2
C 1.218770 -3.843729 -0.954723 0.3 -0.4 -0.6
C 0.668922 0.317657 0.620732 0.1 0.2 0.3
N -1.800456 3.302933 1.387602 0.2 0.1 -0.4
C -2.770874 3.115071 0.334560 0.0 -0.4 -0.2
C -2.370095 1.880403 -0.492684 -0.5 0.2 0.3
C -3.204107 1.697664 -1.768832 0.2 0.0 0.1
C -2.277564 2.219645 -2.865805 0.2 0.0 0.2
C -0.914538 1.833905 -2.299887 0.1 -0.1 -0.4
O -1.010430 2.053474 -0.904803 -0.1 0.2 0.3
H -0.991189 2.354967 4.459838 0.0 0.0 -0.2
H -0.197967 3.721026 3.605770 -0.1 -0.2 0.0
H 3.422306 2.269900 0.734137 0.1 0.1 0.0
H 4.032825 0.813466 -1.187720 0.1 0.0 -0.1
H -0.749398 -2.576719 1.416900 0.1 -0.1 0.2
H 1.023722 -2.756644 1.523932 0.0 0.0 0.0
H -0.055236 -4.690229 2.608482 -0.1 0.0 0.0
H -1.017701 -5.002376 1.154886 -0.1 0.0 0.0
H 0.933918 -6.523410 1.199065 0.1 0.0 0.0
H 2.026357 -5.141924 1.338732 0.1 0.0 0.0
H 1.909600 -5.878416 -1.026819 0.0 0.0 -0.1
H 0.147280 -5.700597 -1.002002 0.0 0.0 -0.1
H 1.143079 -3.698510 -2.032385 0.2 -0.1 0.1
H 2.193456 -3.467528 -0.604959 0.0 0.0 -0.1
H -0.287043 0.171832 1.095212 -0.1 0.1 0.1
H -0.849529 3.319438 1.046621 -0.1 0.0 0.2
H -3.748909 2.973187 0.796185 0.0 0.0 -0.1
H -2.782327 4.003540 -0.303152 -0.1 -0.1 0.0
H -2.429645 0.988505 0.142771 0.0 0.1 0.0
H -3.400911 0.637218 -1.920062 -0.1 0.0 0.0
H -4.148259 2.235477 -1.715472 -0.1 0.0 0.0
H -2.355822 3.304319 -2.954822 0.0 0.0 0.0
H -2.466858 1.765285 -3.834400 0.0 0.0 -0.1
H -0.704753 0.773087 -2.497020 0.0 0.1 -0.1
H -0.087610 2.442094 -2.672369 0.0 -0.1 0.0

=====

Entry 4:
53
Properties=species:S:1:pos:R:3:forces:R:3 method="wB97M-V/def2-TZVPD" de_lowest_ev=0.000 lumo_energy_ev="-9.98 / -11.79" s_squared=3.80 total_charge=+3 multiplicity=4 homo_lumo_gap_ev="8.361 / 6.808"
Mn 0.348499 -0.446606 0.256070 0.8 -1.1 -0.6
O -2.046765 4.158401 -0.607891 0.2 -0.2 0.0
C -2.774791 3.346702 -1.294607 0.0 0.0 -0.1
C -3.814878 3.938429 -2.091450 0.1 -0.1 0.1
C -4.649210 3.138343 -2.818110 0.0 -0.1 0.0
C -4.473099 1.747619 -2.786565 0.1 -0.1 0.1
C -3.424955 1.149064 -2.023470 -0.3 0.0 -0.2
C -2.571133 1.911150 -1.287666 0.0 0.2 0.1
C -1.515021 1.289028 -0.457054 -0.2 -0.3 -0.2
O -1.336382 -0.010127 -0.504848 -0.2 0.6 -0.1
N -0.811690 2.072830 0.317451 0.4 -0.2 0.4
N -0.036477 1.198038 1.101147 -0.3 0.8 -0.2
C 0.044693 1.282041 2.369743 -0.1 -0.1 0.3
C 0.173113 -0.036670 3.032219 -0.1 0.3 -0.4
C 0.217667 -0.194905 4.392637 0.0 -0.1 0.2
C -0.009098 -1.472015 4.920576 0.0 0.1 0.1
C -0.301004 -2.506070 4.060116 0.0 -0.1 -0.1
C -0.296542 -2.271119 2.684327 0.1 0.0 0.0
N -0.038029 -1.077283 2.163632 -0.1 0.2 0.4
H -1.359912 3.638569 -0.091086 -0.1 0.2 0.1
H -3.903419 5.017417 -2.073183 0.0 0.0 0.0
H -5.444200 3.568849 -3.411876 0.0 0.0 0.0
H -5.142433 1.108718 -3.347826 0.0 0.0 0.0
H -3.319182 0.072189 -2.020050 0.0 0.0 0.0
H -0.181249 2.194364 2.916418 -0.1 0.0 0.0
H 0.388157 0.657579 5.037680 0.0 0.0 0.0
H 0.013607 -1.632262 5.990790 0.0 0.0 0.0
H -0.532516 -3.495630 4.430240 0.0 0.0 0.0
H -0.514765 -3.072964 1.990919 0.0 0.0 0.0
C 1.102530 -2.041409 -2.141314 -0.1 -0.1 0.1
C 0.806472 -0.617879 -2.576424 0.0 0.1 0.1
N 1.186188 0.324089 -1.480504 0.1 -0.2 0.0
C 2.668853 0.528791 -1.374789 -0.1 0.0 -0.1
C 3.073310 0.518522 0.082110 -0.1 -0.1 0.1
N 2.357395 -0.611169 0.752752 0.0 -0.1 -0.2
C 2.914314 -1.951940 0.346621 0.0 0.1 0.0
C 1.801383 -2.941348 0.065353 -0.2 0.0 0.0
N 0.715476 -2.259841 -0.701487 0.1 0.1 -0.1
H 2.160002 -2.277844 -2.248204 0.0 0.0 0.0
H 0.564685 -2.741373 -2.778572 0.0 0.0 0.0
H -0.257651 -0.484381 -2.758077 0.0 0.0 0.0
H 1.341865 -0.378567 -3.496099 0.0 0.0 0.0
H 0.772906 1.226078 -1.697258 0.0 0.0 0.1
H 2.951365 1.467728 -1.848249 0.0 0.0 0.0
H 3.163501 -0.263471 -1.933015 0.0 0.0 0.0
H 2.771394 1.439915 0.579611 0.0 0.0 0.0
H 4.152749 0.412874 0.196822 0.0 0.0 0.0
H 2.495670 -0.509910 1.754029 0.0 0.0 0.0
H 3.574575 -2.325985 1.127527 0.0 0.0 0.0
H 3.532684 -1.802540 -0.535353 0.0 0.0 0.0
H 1.373477 -3.316213 0.991398 0.0 0.0 0.0
H 2.186708 -3.800449 -0.485415 0.0 0.0 0.0
H -0.098854 -2.867379 -0.689720 -0.1 0.0 0.0